Computed, not measured: 2 unconnected molecules or ions with the total composition C2H9N2O at a distorted geometry, with ωB97M-V/def2-TZVPD.

Each line ends with the natural charge from an NBO analysis.
Cartesian coordinates (Å):
1 C -1.05748 0.21360 0.17848  -0.26
2 C -0.00137 0.05528 1.02043  0.07
3 N -0.04279 0.40580 2.30811  -0.76
4 N -1.27629 -0.35285 -1.14369  -0.68
5 H -1.85869 0.90622 0.48886  0.22
6 H 0.88750 -0.51911 0.72882  0.21
7 H 0.81309 0.25944 2.82139  0.41
8 H -0.75917 0.81974 2.87822  0.42
9 H -0.34697 -0.34483 -1.61397  0.47
10 H -1.95004 0.18401 -1.68355  0.45
11 H -1.49599 -1.35260 -1.12048  0.44
12 H 2.68751 -0.76177 -1.69131  0.48
13 H 2.33257 0.54551 -1.23339  0.47
14 O 2.06811 -0.05845 -1.93791  -0.94

The value obtained for the HOMO-LUMO gap is 9.6 eV. The lowest unoccupied orbital energy is -3.336 eV. As for the total charge: +1. The energy above the lowest of the compared OMol25 structures with the same formula, charge and spin is 46.6 kcal per mole.